[1]
# C2H3NO3

2 unconnected molecules or ions with the total composition C2H3NO3 at a distorted geometry (the ωB97M-V functional and the def2-TZVPD basis, the OMol25 dataset).

Geometry as ORCA input:
```
! wB97M-V def2-TZVPD RIJCOSX def2/J DEFGRID3
* xyz 0 1
C 2.05 -0.79 0.87
C -1.26 0.73 -0.33
N -0.97 -0.60 -0.79
O 2.84 -0.37 0.16
O 1.28 -1.18 1.62
O 0.20 -0.89 -0.94
H -1.70 0.60 0.66
H -2.04 1.12 -0.98
H -0.39 1.39 -0.28
*
```

Output
LUMO level ... -0.137 eV
Structure (SMILES) ... O=C=O.CN=O
HOMO ... -9.47 eV

***

[2]
# C14H16N2O4

C14H16N2O4 in the gas phase at a distorted geometry (the ωB97M-V functional and the def2-TZVPD basis, the OMol25 dataset).

Geometry as ORCA input:
```
! wB97M-V def2-TZVPD RIJCOSX def2/J DEFGRID3
* xyz 0 1
C -1.14 3.42 -3.56
O -0.79 3.13 -2.26
C 0.58 3.65 -1.97
C 0.78 3.52 -0.54
N 0.62 2.10 -0.42
C 1.82 1.51 0.00
O 2.87 2.08 0.22
C 1.64 -0.05 0.02
N 2.41 -0.94 -0.48
O 1.79 -2.18 -0.04
C 0.94 -1.91 0.73
C 0.65 -0.55 0.73
H -0.41 -0.13 1.27
C 0.08 -3.12 1.25
C 0.47 -4.43 0.81
C -0.25 -5.38 1.48
C -1.55 -5.33 2.17
C -1.91 -3.98 2.45
C -1.07 -3.08 1.93
H -1.51 -1.90 2.26
H -2.75 -3.94 2.87
O -1.99 -6.23 2.72
H -1.55 -7.20 2.42
H 0.20 -6.37 1.33
H 1.57 -4.62 0.16
H -0.07 1.62 -0.47
C -0.36 4.32 0.34
H 0.18 4.02 1.41
H -0.12 5.50 0.29
H -1.24 4.01 0.18
H 1.96 3.87 -0.35
H 0.52 4.88 -2.37
H 1.32 3.31 -2.60
H -2.23 3.00 -3.81
H -0.48 2.97 -4.34
H -0.99 4.45 -3.85
*
```

Output
LUMO level ... 0.105 eV
Structure (SMILES) ... COC[C@@H](C)NC(=O)c1cc(-c2ccc(O)cc2)on1
HOMO ... -8.07 eV

***

[3]
# C25H32ClFeN4S3

A molecular structure, C25H32ClFeN4S3 at a distorted geometry (the ωB97M-V functional and the def2-TZVPD basis, the OMol25 dataset).

Geometry as ORCA input:
```
! wB97M-V def2-TZVPD RIJCOSX def2/J DEFGRID3
* xyz 1 5
Fe -1.52 0.32 17.92
C -2.05 -0.69 20.89
C -0.84 0.28 21.19
C 0.40 -0.01 20.39
C 1.50 -0.63 21.01
C 2.70 -0.74 20.31
C 2.69 -0.33 18.96
C 1.54 0.22 18.42
N 0.39 0.34 19.08
N -2.79 -0.34 19.59
C -3.82 0.70 19.89
C -4.17 1.34 18.52
C -5.47 1.65 18.08
C -5.68 2.46 16.99
C -4.52 3.13 16.47
C -3.23 2.74 16.90
N -3.09 1.74 17.81
C -3.53 -1.58 19.16
C -2.74 -2.37 18.16
C -3.09 -3.66 17.84
C -2.54 -4.32 16.77
C -1.61 -3.65 16.03
C -1.27 -2.32 16.31
N -1.83 -1.72 17.39
H -1.59 -1.68 20.75
H -2.64 -0.67 21.80
H -1.14 1.33 20.98
H -0.58 0.28 22.26
H 1.45 -0.95 22.02
H 3.64 -1.06 20.78
H 3.59 -0.37 18.35
H 1.46 0.51 17.39
H -4.77 0.30 20.30
H -3.27 1.44 20.51
H -6.36 1.29 18.63
H -6.59 2.54 16.47
H -4.59 3.95 15.76
H -2.34 3.05 16.42
H -3.88 -2.19 20.04
H -4.46 -1.28 18.69
H -3.86 -4.21 18.38
H -2.82 -5.36 16.52
H -1.10 -4.06 15.16
H -0.61 -1.76 15.64
C 1.33 5.28 21.73
C 0.11 6.12 21.29
S -0.44 5.89 19.50
C 0.84 6.49 18.37
C 2.16 6.93 18.94
S 3.29 5.46 19.09
C 4.46 5.90 20.40
C 4.12 5.40 21.81
S 2.63 6.24 22.47
H 1.61 4.61 20.87
H 0.95 4.66 22.50
H 0.16 7.18 21.49
H -0.83 5.72 21.70
H 0.38 7.29 17.86
H 1.11 5.62 17.74
H 1.97 7.45 19.91
H 2.64 7.73 18.34
H 4.48 6.99 20.41
H 5.46 5.52 20.08
H 4.90 5.62 22.56
H 3.86 4.32 21.79
Cl -0.53 1.13 16.08
*
```

Output
LUMO level (spin up / spin down) ... -2.642 / -2.815 eV
HOMO (spin up / spin down) ... -9.95 / -9.95 eV

***

Asked for energy relative to the best compared isomer or geometry (same formula, charge and spin) across the records above, the calculation gives 2.735, 13.146, 0.982 eV in order.